{"formula": "C50H61CsF6N6OP2Se", "method": "ωB97M-V with the def2-TZVPD basis set", "elements": ["Cs", "O", "N", "C", "C", "C", "C", "C", "C", "C", "P", "C", "C", "C", "C", "C", "C", "C", "C", "C", "C", "C", "C", "H", "H", "H", "H", "H", "H", "H", "H", "H", "H", "H", "H", "H", "H", "H", "H", "F", "P", "F", "F", "F", "F", "F", "C", "C", "N", "C", "C", "N", "H", "H", "H", "H", "H", "H", "C", "C", "C", "C", "C", "C", "C", "C", "C", "C", "C", "C", "N", "H", "H", "H", "H", "H", "H", "H", "H", "H", "H", "H", "H", "H", "H", "H", "H", "H", "C", "C", "C", "C", "N", "C", "Se", "N", "C", "C", "C", "C", "C", "C", "C", "C", "C", "C", "H", "H", "H", "H", "H", "H", "H", "H", "H", "H", "H", "H", "H", "H", "H", "H", "H", "H", "H", "H", "H", "H"], "xyz": [[-0.47, 0.38, -0.39], [-3.09, -1.18, 1.64], [-2.25, -2.13, 1.07], [-1.14, -2.19, 1.67], [-0.14, -3.22, 1.32], [-0.47, -4.20, 0.37], [0.37, -5.26, 0.10], [1.56, -5.38, 0.80], [1.92, -4.40, 1.71], [1.11, -3.28, 1.97], [1.73, -1.84, 2.95], [2.45, -0.91, 1.60], [2.11, 0.46, 1.50], [2.28, 1.20, 0.24], [3.48, 1.65, -0.56], [3.21, -0.87, -0.70], [3.05, -1.54, 0.47], [3.15, -2.63, 3.83], [2.88, -3.40, 4.97], [3.91, -3.96, 5.71], [5.24, -3.74, 5.33], [5.51, -2.97, 4.21], [4.48, -2.42, 3.47], [-3.82, -1.15, 1.02], [-0.93, -1.53, 2.51], [-1.43, -4.12, -0.13], [0.09, -6.00, -0.64], [2.22, -6.22, 0.63], [2.87, -4.49, 2.23], [1.57, 0.96, 2.30], [1.42, 1.85, 0.05], [3.21, 2.47, -1.22], [3.66, -1.34, -1.56], [3.34, -2.58, 0.51], [1.85, -3.55, 5.27], [3.69, -4.55, 6.59], [6.05, -4.17, 5.92], [6.54, -2.79, 3.92], [4.69, -1.81, 2.59], [-0.49, 2.37, -1.85], [0.31, 3.18, -3.07], [1.29, 3.81, -1.97], [1.28, 1.91, -3.23], [-0.72, 4.40, -2.88], [1.07, 3.96, -4.25], [-0.72, 2.50, -4.13], [0.27, 3.24, 4.05], [-0.83, 3.37, 3.05], [-1.13, 2.50, 2.12], [-2.20, 3.02, 1.43], [-2.56, 4.22, 1.95], [-1.67, 4.43, 2.99], [0.76, 2.28, 3.91], [-0.11, 3.29, 5.07], [1.02, 4.03, 3.92], [-2.65, 2.49, 0.61], [-3.32, 4.93, 1.68], [-1.64, 5.25, 3.58], [3.83, 3.35, 2.05], [5.03, 2.42, 2.20], [4.86, 1.37, 3.30], [5.61, 1.83, 0.91], [7.00, 1.64, 0.99], [7.76, 1.26, -0.09], [7.14, 1.18, -1.33], [5.77, 1.37, -1.48], [5.32, 1.54, -2.94], [4.81, 2.96, -3.22], [4.38, 0.50, -3.56], [4.96, 1.58, -0.32], [2.69, 0.44, -0.95], [3.70, 3.92, 2.98], [2.90, 2.82, 1.87], [3.98, 4.07, 1.24], [5.84, 3.07, 2.55], [4.15, 0.60, 3.01], [4.50, 1.84, 4.23], [5.82, 0.89, 3.52], [7.48, 1.81, 1.95], [8.82, 1.10, 0.00], [7.74, 1.00, -2.21], [6.25, 1.44, -3.50], [3.79, 3.11, -2.89], [4.82, 3.14, -4.30], [5.46, 3.70, -2.75], [3.37, 0.56, -3.16], [4.76, -0.51, -3.42], [4.32, 0.69, -4.64], [-5.89, -2.87, -2.33], [-5.46, -2.60, -3.78], [-4.02, -3.00, -4.07], [-2.97, -2.12, -3.40], [-3.05, -0.73, -3.83], [-3.43, 0.33, -3.06], [-3.84, 0.28, -1.27], [-3.39, 1.43, -3.85], [-3.60, 2.81, -3.39], [-5.05, 3.19, -3.15], [-5.92, 3.29, -4.41], [-6.34, 1.95, -5.01], [-2.96, 1.08, -5.13], [-2.74, 1.84, -6.26], [-2.30, 1.18, -7.39], [-2.07, -0.20, -7.38], [-2.29, -0.96, -6.24], [-2.76, -0.29, -5.12], [-6.95, -2.66, -2.19], [-5.34, -2.24, -1.63], [-5.71, -3.92, -2.07], [-5.59, -1.54, -4.01], [-6.12, -3.14, -4.46], [-3.85, -3.01, -5.15], [-3.85, -4.03, -3.72], [-1.96, -2.48, -3.63], [-3.08, -2.12, -2.32], [-3.15, 3.45, -4.14], [-3.01, 2.94, -2.48], [-5.03, 4.16, -2.65], [-5.50, 2.48, -2.45], [-5.41, 3.89, -5.17], [-6.83, 3.84, -4.15], [-5.49, 1.39, -5.42], [-7.05, 2.08, -5.83], [-6.81, 1.32, -4.25], [-2.88, 2.91, -6.26], [-2.10, 1.74, -8.29], [-1.70, -0.69, -8.27], [-2.09, -2.02, -6.22]], "charge": -1, "e_lumo_ev": [1.89, 1.89], "orbital_gap_ev": [3.577, 5.708], "multiplicity": 2}

***

{"formula": "C50H61MoN3P2S5SbSi3", "method": "ωB97M-V with the def2-TZVPD basis set", "elements": ["Mo", "S", "C", "S", "C", "C", "S", "S", "S", "C", "Sb", "C", "C", "C", "C", "C", "C", "N", "Si", "C", "C", "C", "C", "C", "C", "C", "C", "C", "N", "Si", "C", "C", "C", "Si", "C", "C", "C", "H", "H", "H", "H", "H", "H", "H", "H", "H", "H", "H", "H", "H", "H", "H", "H", "H", "H", "H", "H", "H", "H", "H", "H", "H", "H", "H", "H", "H", "H", "H", "H", "H", "H", "H", "H", "H", "H", "C", "N", "P", "C", "C", "C", "C", "C", "C", "C", "C", "C", "C", "C", "C", "P", "C", "C", "C", "C", "C", "C", "C", "C", "C", "C", "C", "C", "H", "H", "H", "H", "H", "H", "H", "H", "H", "H", "H", "H", "H", "H", "H", "H", "H", "H", "H", "H", "H", "H", "H"], "xyz": [[0.00, 0.40, 1.83], [6.78, -1.71, 3.74], [5.21, -1.42, 3.48], [4.37, 0.00, 4.09], [2.81, -0.40, 3.40], [2.73, -1.53, 2.67], [1.14, -2.02, 2.07], [4.18, -2.48, 2.53], [1.45, 0.60, 3.74], [-1.45, -1.45, 0.59], [-0.57, -3.06, -0.64], [1.49, -3.02, 0.58], [2.62, -2.44, -0.13], [3.45, -3.22, -0.94], [4.58, -2.65, -1.49], [4.85, -1.31, -1.24], [3.95, -0.60, -0.47], [2.87, -1.14, 0.07], [1.59, -4.88, 1.17], [3.19, -5.41, 2.05], [0.11, -5.11, 2.35], [1.38, -6.11, -0.27], [-0.84, -2.15, -2.71], [-0.42, -0.75, -2.57], [-0.62, 0.22, -3.55], [0.05, 1.43, -3.44], [0.90, 1.63, -2.36], [0.97, 0.65, -1.39], [0.33, -0.51, -1.50], [-2.69, -2.56, -3.16], [-3.41, -1.50, -4.57], [-2.76, -4.41, -3.63], [-3.93, -2.42, -1.71], [0.47, -2.83, -4.01], [2.07, -1.81, -3.82], [0.87, -4.65, -3.67], [-0.15, -2.58, -5.79], [-0.66, -0.65, 0.58], [-1.64, -1.87, 1.58], [-2.38, -1.06, 0.17], [3.24, -4.27, -1.09], [5.25, -3.25, -2.08], [5.74, -0.84, -1.63], [4.12, 0.44, -0.24], [4.09, -5.12, 1.50], [3.20, -6.49, 2.14], [3.27, -5.00, 3.05], [0.19, -4.47, 3.23], [0.09, -6.14, 2.71], [-0.84, -4.92, 1.87], [2.28, -6.20, -0.87], [0.55, -5.86, -0.92], [1.19, -7.09, 0.15], [-1.25, 0.02, -4.40], [-0.06, 2.18, -4.20], [1.50, 2.52, -2.28], [1.61, 0.75, -0.53], [-2.81, -1.56, -5.48], [-3.49, -0.45, -4.31], [-4.40, -1.85, -4.82], [-2.20, -4.64, -4.53], [-3.79, -4.70, -3.82], [-2.39, -5.03, -2.83], [-4.15, -1.39, -1.43], [-3.59, -2.96, -0.83], [-4.87, -2.87, -2.01], [2.34, -1.69, -2.78], [1.97, -0.81, -4.24], [2.90, -2.29, -4.32], [1.41, -4.77, -2.74], [1.49, -5.05, -4.46], [-0.02, -5.27, -3.62], [-0.33, -1.54, -6.02], [-1.05, -3.14, -6.00], [0.61, -2.92, -6.49], [-3.12, 2.26, 2.25], [-1.87, 2.94, 1.89], [-0.61, 2.46, 2.99], [-1.40, 2.57, 4.61], [-1.56, 1.44, 5.40], [-2.23, 1.54, 6.61], [-2.74, 2.76, 7.01], [-2.59, 3.89, 6.22], [-1.91, 3.81, 5.02], [0.43, 3.96, 3.02], [0.01, 5.15, 2.42], [0.86, 6.23, 2.37], [2.13, 6.16, 2.91], [2.53, 5.00, 3.57], [1.68, 3.92, 3.64], [-1.14, 2.16, 0.49], [-2.56, 2.41, -0.65], [-3.03, 1.43, -1.51], [-4.17, 1.66, -2.26], [-4.84, 2.87, -2.17], [-4.37, 3.86, -1.31], [-3.24, 3.63, -0.55], [0.06, 3.41, -0.06], [-0.21, 4.41, -0.99], [0.79, 5.28, -1.39], [2.07, 5.18, -0.85], [2.35, 4.17, 0.05], [1.36, 3.28, 0.43], [-3.48, 2.65, 3.20], [-2.99, 1.17, 2.33], [-3.87, 2.46, 1.49], [-1.15, 0.49, 5.06], [-2.35, 0.67, 7.23], [-3.26, 2.84, 7.96], [-3.00, 4.84, 6.54], [-1.77, 4.68, 4.39], [-0.97, 5.20, 1.97], [0.54, 7.14, 1.88], [2.81, 7.00, 2.84], [3.51, 4.95, 4.01], [1.99, 3.02, 4.16], [-2.51, 0.49, -1.59], [-4.55, 0.89, -2.92], [-5.73, 3.04, -2.74], [-4.90, 4.79, -1.22], [-2.89, 4.38, 0.15], [-1.19, 4.50, -1.43], [0.58, 6.04, -2.13], [2.84, 5.86, -1.16], [3.35, 4.06, 0.45], [1.60, 2.46, 1.10]], "charge": 1, "e_lumo_ev": [-3.13, -3.12], "orbital_gap_ev": [6.275, 6.271]}

***

{"formula": "C50H63F2N8O3", "method": "ωB97M-V with the def2-TZVPD basis set", "elements": ["C", "C", "F", "C", "C", "C", "C", "C", "C", "O", "C", "C", "N", "F", "C", "C", "C", "C", "C", "O", "O", "H", "H", "H", "H", "H", "H", "H", "H", "H", "H", "H", "H", "H", "H", "H", "H", "H", "H", "H", "H", "H", "H", "H", "H", "H", "H", "H", "H", "N", "C", "C", "C", "C", "C", "H", "H", "H", "H", "H", "N", "C", "C", "C", "C", "C", "H", "H", "H", "H", "H", "N", "C", "C", "C", "C", "C", "H", "H", "H", "H", "H", "N", "C", "C", "C", "C", "C", "H", "H", "H", "H", "H", "N", "C", "C", "C", "C", "C", "H", "H", "H", "H", "H", "N", "C", "C", "C", "C", "C", "H", "H", "H", "H", "H", "N", "C", "C", "C", "C", "C", "H", "H", "H", "H", "H"], "xyz": [[5.28, 4.53, 0.94], [4.63, 3.91, -0.27], [5.55, 3.04, -0.87], [3.34, 3.10, -0.07], [3.17, 2.39, 1.28], [2.55, 0.98, 1.11], [3.68, -0.01, 0.70], [3.43, -0.71, -0.64], [4.70, -1.27, -1.28], [5.66, -1.68, -0.31], [1.80, 0.49, 2.35], [2.26, 1.07, 3.64], [2.49, 2.55, 3.64], [1.60, 3.15, 4.52], [2.49, 3.29, 2.32], [1.14, 3.97, 2.04], [-0.16, 3.16, 1.97], [-0.62, 2.62, 0.60], [-0.43, 3.61, -0.53], [-0.65, 4.81, -0.44], [-0.06, 3.05, -1.73], [6.22, 4.99, 0.62], [5.51, 3.81, 1.72], [4.67, 5.35, 1.32], [4.42, 4.70, -0.99], [2.49, 3.71, -0.34], [3.40, 2.31, -0.82], [4.19, 2.22, 1.63], [1.86, 1.03, 0.27], [3.77, -0.78, 1.45], [4.63, 0.51, 0.63], [2.72, -1.52, -0.50], [2.98, -0.01, -1.35], [5.14, -0.55, -1.98], [4.44, -2.15, -1.87], [6.36, -1.04, -0.28], [0.72, 0.59, 2.23], [1.97, -0.56, 2.45], [3.18, 0.58, 3.98], [1.52, 0.88, 4.42], [3.39, 2.72, 4.08], [3.19, 4.11, 2.50], [1.02, 4.69, 2.85], [1.26, 4.59, 1.15], [-0.96, 3.82, 2.31], [-0.14, 2.35, 2.70], [-0.20, 1.66, 0.32], [-1.70, 2.46, 0.67], [0.65, 2.42, -1.60], [2.35, -2.33, 4.07], [3.40, -2.98, 4.58], [3.40, -3.62, 5.80], [2.23, -3.59, 6.56], [1.13, -2.93, 6.05], [1.24, -2.32, 4.81], [4.30, -2.98, 3.96], [4.28, -4.13, 6.16], [2.19, -4.08, 7.52], [0.19, -2.89, 6.59], [0.38, -1.80, 4.38], [-2.59, -1.67, 2.10], [-3.81, -2.14, 2.38], [-4.97, -1.65, 1.79], [-4.86, -0.65, 0.84], [-3.60, -0.15, 0.54], [-2.51, -0.69, 1.20], [-3.85, -2.93, 3.11], [-5.93, -2.07, 2.06], [-5.74, -0.25, 0.35], [-3.47, 0.64, -0.19], [-1.51, -0.31, 1.02], [-2.37, -5.32, 4.01], [-1.83, -5.32, 2.79], [-2.08, -6.29, 1.84], [-2.94, -7.33, 2.16], [-3.51, -7.34, 3.42], [-3.20, -6.32, 4.31], [-1.17, -4.49, 2.58], [-1.62, -6.24, 0.86], [-3.17, -8.10, 1.44], [-4.19, -8.13, 3.72], [-3.63, -6.30, 5.30], [3.34, 8.13, 0.02], [3.34, 9.00, -0.98], [2.28, 9.15, -1.87], [1.17, 8.34, -1.70], [1.15, 7.43, -0.66], [2.26, 7.38, 0.17], [4.23, 9.61, -1.08], [2.34, 9.87, -2.67], [0.32, 8.42, -2.37], [0.31, 6.79, -0.50], [2.28, 6.69, 1.01], [-4.66, -7.98, -0.61], [-4.53, -6.67, -0.82], [-4.29, -6.12, -2.07], [-4.18, -6.97, -3.16], [-4.30, -8.33, -2.95], [-4.54, -8.78, -1.66], [-4.63, -6.04, 0.06], [-4.21, -5.05, -2.18], [-3.99, -6.59, -4.16], [-4.22, -9.03, -3.77], [-4.65, -9.84, -1.46], [-3.04, -7.00, -6.45], [-2.17, -6.00, -6.49], [-1.12, -5.92, -7.40], [-0.97, -6.95, -8.31], [-1.87, -8.01, -8.28], [-2.88, -7.98, -7.33], [-2.31, -5.21, -5.76], [-0.44, -5.08, -7.39], [-0.16, -6.94, -9.03], [-1.79, -8.83, -8.97], [-3.60, -8.79, -7.28], [-3.61, 7.92, -5.04], [-4.17, 8.67, -4.10], [-3.87, 8.55, -2.75], [-2.95, 7.60, -2.36], [-2.36, 6.80, -3.33], [-2.73, 7.00, -4.66], [-4.89, 9.40, -4.44], [-4.35, 9.19, -2.02], [-2.68, 7.47, -1.32], [-1.64, 6.04, -3.08], [-2.29, 6.41, -5.45]], "charge": 1, "e_lumo_ev": -2.89, "orbital_gap_ev": 7.940}

***

Question: Which formula does entry 3 have?
Answer: C50H63F2N8O3